{
  "formula": "C51H46AsIrN3O8S4",
  "method": "wB97M-V/def2-TZVPD",
  "homo_ev": [-7.999, -8.035],
  "lumo_energy_ha": [-0.081, -0.120],
  "orbital_gap_ha": [0.2132, 0.1750],
  "spin_multiplicity": 2,
  "symbols": ["Ir", "S", "C", "C", "N", "C", "S", "C", "N", "C", "C", "C", "C", "C", "C", "C", "S", "O", "C", "C", "C", "C", "C", "C", "C", "C", "C", "C", "C", "C", "C", "C", "C", "C", "C", "C", "C", "C", "S", "O", "C", "C", "C", "C", "C", "C", "C", "H", "H", "H", "H", "H", "H", "H", "H", "H", "H", "H", "H", "H", "H", "H", "H", "H", "H", "H", "H", "H", "H", "H", "H", "H", "H", "O", "C", "O", "C", "C", "C", "C", "C", "C", "N", "O", "O", "H", "H", "H", "H", "C", "As", "C", "C", "O", "H", "H", "H", "H", "H", "H", "H", "H", "H", "C", "C", "C", "O", "H", "H", "H", "H", "H", "H", "H"],
  "positions_angstrom": [[0.405296, -1.731222, -0.897271], [1.636154, -3.034614, 1.049587], [2.541330, -1.846240, 1.896090], [3.119016, -2.245094, 3.114334], [3.560545, -2.595206, 4.114481], [2.717366, -0.553981, 1.424142], [2.162658, -0.029025, -0.106713], [3.420162, 0.398930, 2.179141], [3.966143, 1.210166, 2.780765], [-1.653293, -1.686862, 7.329153], [-1.399506, -1.210010, 5.935013], [-0.363125, -1.723395, 5.166384], [-0.117511, -1.242779, 3.890257], [-0.901484, -0.227890, 3.379452], [-1.972598, 0.258543, 4.114398], [-2.215656, -0.226000, 5.382661], [-0.679313, 0.456000, 1.708344], [-1.967250, 1.152790, 1.549816], [0.354066, 1.967614, 2.088461], [0.537005, 2.289978, 3.440574], [0.968379, 3.525314, 3.830812], [1.069200, 4.557782, 2.878470], [1.344294, 5.889335, 3.250557], [1.392930, 6.879825, 2.310063], [1.149208, 6.578177, 0.961892], [0.922277, 5.287215, 0.567471], [0.907084, 4.235175, 1.507634], [0.706128, 2.871654, 1.100676], [1.104842, 2.594529, -0.301362], [2.435019, 3.016018, -0.671793], [3.398017, 3.421988, 0.275062], [4.659761, 3.793777, -0.102474], [5.037780, 3.774378, -1.449795], [4.145631, 3.348633, -2.393901], [2.845808, 2.938717, -2.031760], [1.963226, 2.419217, -3.003151], [0.752719, 1.927034, -2.620432], [0.337011, 2.009608, -1.285014], [-1.207943, 1.137951, -0.950801], [-1.200187, 0.071772, -1.992746], [-2.132391, 2.592425, -1.523253], [-2.237651, 3.586957, -0.563734], [-2.837800, 4.789330, -0.882950], [-3.357792, 5.002751, -2.154906], [-3.991157, 6.310480, -2.519950], [-3.279781, 3.975901, -3.090778], [-2.666973, 2.772733, -2.782067], [-0.953168, -2.467441, 7.608359], [-2.667635, -2.071156, 7.417530], [-1.545273, -0.859325, 8.028436], [0.272508, -2.503131, 5.558605], [0.680527, -1.661426, 3.305296], [-2.597309, 1.018704, 3.671673], [-3.044834, 0.166475, 5.953473], [0.373225, 1.525749, 4.182802], [1.184633, 3.731138, 4.868836], [1.499687, 6.103726, 4.298522], [1.607663, 7.897999, 2.599561], [1.135303, 7.376261, 0.233958], [0.713726, 5.064285, -0.468335], [3.154113, 3.408274, 1.323517], [5.373938, 4.091668, 0.649504], [6.035922, 4.074315, -1.730153], [4.428176, 3.301905, -3.436246], [2.275158, 2.368644, -4.036084], [0.091573, 1.453338, -3.330271], [-1.850643, 3.406550, 0.426534], [-2.895354, 5.569098, -0.137036], [-4.011152, 6.986622, -1.669003], [-5.012402, 6.155254, -2.864843], [-3.432143, 6.785472, -3.325622], [-3.694160, 4.122536, -4.077835], [-2.600492, 1.978196, -3.508331], [1.744302, -0.798689, -4.892312], [1.256324, -1.379504, -3.944135], [1.473882, -1.187324, -2.715243], [0.273968, -2.527585, -4.211441], [-1.030871, -2.442866, -3.741529], [-1.917817, -3.489588, -3.952216], [-1.501673, -4.623088, -4.622412], [-0.187493, -4.700021, -5.076496], [0.708993, -3.653365, -4.883331], [0.273257, -5.897574, -5.718660], [1.466396, -5.998216, -5.936868], [-0.546813, -6.757268, -5.981977], [-1.359551, -1.545459, -3.242454], [-2.930909, -3.413576, -3.584843], [-2.168502, -5.454810, -4.796864], [1.722170, -3.732598, -5.250540], [0.473123, -6.136954, 0.826873], [0.769133, -5.467279, -0.989153], [2.674553, -5.369011, -1.383737], [0.098781, -6.941549, -2.074924], [-0.073168, -4.114402, -1.363156], [0.895532, -7.137488, 0.900754], [-0.603675, -6.187484, 0.999245], [0.924627, -5.495865, 1.580601], [3.090052, -6.374245, -1.356625], [3.193311, -4.730585, -0.669103], [2.792961, -4.951337, -2.385366], [0.400425, -7.884019, -1.618449], [0.503773, -6.885698, -3.083773], [-0.989552, -6.890566, -2.126316], [-2.761167, -2.888402, 1.763050], [-2.319907, -2.252645, 0.434158], [-3.406911, -1.322875, -0.128583], [-1.113038, -1.600028, 0.624141], [-1.944714, -3.492633, 2.156404], [-3.630316, -3.522402, 1.604494], [-3.002931, -2.115780, 2.488948], [-2.152881, -3.068623, -0.293202], [-3.126821, -0.991012, -1.124995], [-4.360170, -1.843494, -0.184686], [-3.505913, -0.448200, 0.511033]],
  "forces_ev_per_angstrom": [[1.414, 0.180, 2.644], [-0.721, 1.552, -1.432], [-0.732, 0.095, -1.471], [0.215, -0.247, 0.632], [0.116, -0.087, 0.216], [-0.729, -0.814, -1.024], [-1.461, -1.524, -0.402], [0.532, 0.570, 0.355], [0.139, 0.138, 0.161], [0.002, -0.014, 0.000], [0.002, 0.002, -0.086], [0.007, 0.039, 0.003], [0.004, 0.170, -0.055], [0.142, -0.063, -0.372], [-0.029, 0.159, -0.108], [0.150, -0.079, -0.089], [1.764, 0.933, 1.477], [-1.513, 0.433, 0.106], [-0.278, -0.492, 0.173], [0.199, 0.510, 0.448], [-0.150, -0.246, -0.050], [-0.003, -0.132, -0.261], [0.022, 0.217, -0.080], [0.067, -0.041, 0.339], [-0.083, -0.211, -0.263], [0.001, 0.351, -0.035], [-0.143, -0.084, 0.369], [0.038, 0.054, 0.425], [-0.258, -0.072, -0.400], [0.055, -0.028, -0.478], [0.209, 0.054, 0.129], [-0.153, -0.085, 0.187], [-0.081, -0.020, -0.262], [0.182, 0.076, 0.036], [-0.069, 0.116, 0.321], [-0.292, -0.154, 0.113], [0.222, 0.046, -0.365], [0.266, -0.069, 0.360], [0.350, 1.765, -0.449], [0.270, -1.322, -0.841], [-0.323, -0.321, 0.337], [0.007, -0.098, 0.129], [0.043, -0.050, -0.149], [-0.005, -0.032, 0.011], [-0.010, -0.015, -0.030], [0.081, 0.015, 0.106], [0.082, -0.326, -0.080], [0.038, -0.108, 0.089], [-0.062, -0.059, 0.096], [-0.016, 0.007, 0.118], [0.050, -0.100, 0.115], [-0.012, -0.053, -0.043], [-0.053, 0.064, -0.014], [-0.084, 0.039, 0.078], [-0.002, 0.021, 0.107], [-0.016, 0.034, 0.111], [0.022, 0.072, 0.072], [-0.015, 0.074, 0.047], [0.006, 0.027, -0.084], [0.046, 0.033, -0.111], [0.013, 0.047, 0.107], [0.060, 0.006, 0.108], [0.082, 0.033, -0.073], [0.014, -0.030, -0.078], [0.021, -0.059, -0.073], [0.061, -0.045, -0.118], [0.019, 0.030, 0.205], [-0.031, 0.066, 0.063], [-0.023, 0.064, 0.021], [-0.065, 0.069, -0.037], [-0.029, 0.085, -0.044], [-0.042, 0.007, -0.103], [0.001, -0.115, -0.163], [0.336, 0.396, 0.260], [-1.340, -1.720, -1.694], [0.549, 0.490, 2.858], [0.247, 0.537, 0.145], [-0.073, -0.244, -0.273], [0.101, 0.120, -0.028], [0.111, -0.316, -0.167], [-0.349, 1.225, 0.722], [-0.141, -0.341, -0.108], [0.201, -0.656, -0.295], [0.088, -0.122, -0.071], [-0.016, -0.111, -0.056], [-0.070, 0.048, 0.050], [-0.073, -0.043, -0.011], [-0.002, -0.002, -0.003], [-0.016, 0.047, -0.031], [0.063, 0.201, -0.208], [0.539, -1.647, 0.038], [-0.266, 0.126, 0.106], [0.092, 0.282, 0.108], [-0.702, 2.024, -0.080], [0.031, -0.036, -0.069], [0.059, 0.046, -0.118], [-0.039, -0.060, -0.119], [-0.008, -0.054, 0.015], [-0.116, -0.063, -0.021], [-0.125, -0.039, 0.049], [0.018, 0.023, -0.002], [0.030, 0.057, 0.025], [0.089, 0.083, 0.073], [0.298, 0.124, -0.472], [-0.823, -1.044, -0.482], [0.394, -0.211, 0.109], [1.995, -0.172, -1.296], [0.038, -0.063, 0.094], [-0.140, -0.044, 0.045], [-0.049, 0.093, 0.121], [-0.203, 0.000, 0.096], [-0.065, 0.006, -0.094], [-0.123, -0.060, 0.004], [-0.068, 0.065, 0.086]],
  "lowdin_charge": [1.1171, 0.8147, -0.6952, -0.2767, 0.2173, -0.6332, 0.9944, -0.2568, 0.2318, -0.0481, -0.2697, -0.0197, -0.0620, -0.3530, -0.0671, -0.0250, 0.9352, -0.5429, -0.2343, -0.0610, -0.0018, -0.1608, -0.0279, -0.0759, -0.0625, -0.0201, -0.1330, -0.1461, -0.2111, -0.1551, -0.0291, -0.0544, -0.0697, -0.0232, -0.1528, 0.0184, -0.0645, -0.3402, 1.0203, -0.5444, -0.3183, -0.0667, -0.0213, -0.2713, -0.0491, -0.0316, -0.0512, 0.0747, 0.0835, 0.0847, 0.1129, 0.0559, 0.1135, 0.1177, 0.1023, 0.1184, 0.1127, 0.1024, 0.1048, 0.1247, 0.1040, 0.1084, 0.1039, 0.1152, 0.1265, 0.1148, 0.1008, 0.1161, 0.0744, 0.0829, 0.0840, 0.1169, 0.1143, 0.0825, -0.6383, -0.2067, -0.1246, -0.0402, -0.0486, -0.0060, -0.1650, 0.0621, -0.3692, 0.0705, 0.0705, 0.0791, 0.1129, 0.1175, 0.1345, -0.2121, 0.9663, -0.1892, -0.1803, -0.5776, 0.0378, 0.0469, -0.0212, 0.0422, 0.0089, 0.0447, 0.0393, 0.0256, 0.0481, -0.0354, -0.5522, -0.0474, -0.4999, 0.0709, 0.0767, 0.0741, 0.1114, 0.0503, 0.0800, 0.0677]
}